Computed, not measured: the ion CH5FN3 with charge +1 at a distorted geometry, with ωB97M-V with the def2-TZVPD basis set.

## Properties
HOMO energy = -0.5488 Eh
charge = +1
F_max = 5.29 eV/A
relative energy (zero: lowest compared OMol25 entry of this formula, charge and spin) = 207.6 kJ/mol
calculated total energy = -304.8534 Eh
LUMO level = -4.90 eV
frontier orbital gap = 10.04 eV
SMILES string = N/[NH+]=C(\N)F

Each line ends with the natural charge from an NBO analysis.
Geometry (Å):
1 H 2.100 -1.732 0.572  0.47
2 C 1.573 0.052 0.003  0.86
3 N 1.306 -1.198 0.133  -0.73
4 H -1.272 0.963 1.120  0.42
5 N -0.966 0.689 0.159  -0.63
6 N 0.218 1.251 -0.062  -0.41
7 H 0.369 -1.461 -0.078  0.46
8 F 2.801 0.563 -0.202  -0.24
9 H 0.413 1.864 -0.954  0.42
10 H -1.477 0.152 -0.487  0.39

=====

Computed, not measured: the molecule CH5IN2S at a distorted geometry, with ωB97M-V with the def2-TZVPD basis set.

## Properties
HOMO energy (alpha / beta) = -0.3136 / -0.3136 Eh
F_max = 3.25 eV/A
relative energy (zero: lowest compared OMol25 entry of this formula, charge and spin) = 82.5 kJ/mol
calculated total energy = -846.4146 Eh
LUMO level (alpha / beta) = -0.80 / -0.79 eV
frontier orbital gap (alpha / beta) = 7.74 / 7.74 eV

Each line ends with the natural charge from an NBO analysis.
Geometry (Å):
1 H 1.145 1.299 -1.130  0.41
2 S 0.284 1.373 0.691  1.19
3 H -0.395 -1.613 0.514  0.22
4 H 1.624 2.744 -0.481  0.39
5 I -1.552 3.131 -0.058  -0.40
6 N -0.070 0.084 -0.099  -0.80
7 N 1.508 1.810 -0.328  -0.98
8 H -1.671 -0.667 1.042  0.19
9 C -1.068 -0.857 0.197  -0.44
10 H -1.653 -1.141 -0.717  0.22

=====

Computed, not measured: a cluster of 2 separate species, CH5INO in total at a distorted geometry, with ωB97M-V with the def2-TZVPD basis set.

## Properties
HOMO energy = -0.5199 Eh
charge = +1
F_max = 3.15 eV/A
relative energy (zero: lowest compared OMol25 entry of this formula, charge and spin) = 398.7 kJ/mol
calculated total energy = -468.3588 Eh
LUMO level = -5.43 eV
frontier orbital gap = 8.71 eV

Each line ends with the natural charge from an NBO analysis.
Geometry (Å):
1 H 1.203 0.363 -1.518  0.41
2 I -2.844 -0.062 -0.218  0.27
3 N 0.462 0.804 -0.873  -1.01
4 H 0.209 1.680 -1.363  0.41
5 O -0.196 -1.582 -0.379  -0.66
6 C -0.586 -0.621 0.288  0.43
7 H -0.434 -1.632 -1.290  0.53
8 H 0.879 1.220 -0.011  0.42
9 H -3.117 0.262 1.612  0.21

=====

Computed, not measured: the ion CH5INO with charge +1 at a distorted geometry, with ωB97M-V with the def2-TZVPD basis set.

## Properties
HOMO energy (alpha / beta) = -0.5200 / -0.5200 Eh
charge = +1
F_max = 4.12 eV/A
relative energy (zero: lowest compared OMol25 entry of this formula, charge and spin) = 121.7 kJ/mol
calculated total energy = -468.4643 Eh
LUMO level (alpha / beta) = -5.71 / -5.71 eV
frontier orbital gap (alpha / beta) = 8.44 / 8.44 eV
SMILES string = [NH3+][C@H](O)I

Each line ends with the natural charge from an NBO analysis.
Geometry (Å):
1 H -0.073 0.420 1.543  0.22
2 H -1.415 -0.906 -0.004  0.45
3 C 0.163 0.416 0.513  0.25
4 O -0.260 1.629 -0.006  -0.62
5 N -0.436 -0.754 -0.231  -0.75
6 H 0.018 -1.683 0.118  0.48
7 H -0.463 1.569 -0.896  0.48
8 I 2.626 -0.150 0.125  0.02
9 H -0.161 -0.542 -1.162  0.45

=====

Computed, not measured: a cluster of 2 separate species, CH5INP in total at a distorted geometry, with ωB97M-V with the def2-TZVPD basis set.

## Properties
HOMO energy (alpha / beta) = -0.2615 / -0.3030 Eh
F_max = 4.23 eV/A
relative energy (zero: lowest compared OMol25 entry of this formula, charge and spin) = 336.3 kJ/mol
calculated total energy = -734.8006 Eh
LUMO level (alpha / beta) = 0.02 / -0.19 eV
frontier orbital gap (alpha / beta) = 7.13 / 8.06 eV

Each line ends with the natural charge from an NBO analysis.
Geometry (Å):
1 H -0.108 -1.297 -1.930  0.17
2 H -0.632 0.300 -2.037  0.19
3 H 1.201 1.156 2.445  0.42
4 H 1.276 -0.188 -2.506  0.19
5 I -2.162 -1.214 0.915  -0.15
6 H -0.456 1.343 2.301  0.40
7 P 0.171 -0.558 0.949  0.58
8 N 0.399 0.784 1.934  -1.22
9 C 0.310 -0.326 -2.072  -0.59

=====

Computed, not measured: a structure of composition CH5INP at a distorted geometry, with ωB97M-V with the def2-TZVPD basis set.

## Properties
HOMO energy = -0.3058 Eh
F_max = 3.18 eV/A
relative energy (zero: lowest compared OMol25 entry of this formula, charge and spin) = 106.4 kJ/mol
calculated total energy = -734.8881 Eh
LUMO level = -1.01 eV
frontier orbital gap = 7.31 eV

Each line ends with the natural charge from an NBO analysis.
Geometry (Å):
1 C 0.039 -1.009 0.555  -0.99
2 H -0.265 -1.006 1.518  0.28
3 H -0.759 0.173 -1.396  0.40
4 P 0.997 0.380 -0.063  1.10
5 I 0.032 2.008 2.426  -0.53
6 N 0.008 0.814 -1.353  -1.13
7 H -0.787 -1.072 -0.045  0.21
8 H 0.123 1.595 -1.973  0.43
9 H 0.611 -1.883 0.332  0.24

=====

Computed, not measured: the molecule CH5INPS at a distorted geometry, with ωB97M-V with the def2-TZVPD basis set.

## Properties
HOMO energy = -0.3068 Eh
F_max = 5.81 eV/A
relative energy (zero: lowest compared OMol25 entry of this formula, charge and spin) = 197.4 kJ/mol
calculated total energy = -1133.0758 Eh
LUMO level = -0.61 eV
frontier orbital gap = 7.74 eV
SMILES string = C[P@@](N)(=S)I

Each line ends with the natural charge from an NBO analysis.
Geometry (Å):
1 H -0.263 -0.029 -2.117  0.26
2 H -0.983 0.308 1.628  0.38
3 C -0.553 0.232 -1.202  -0.97
4 P 0.492 -0.439 0.115  1.15
5 S 0.365 -2.771 -0.184  -0.56
6 H -1.583 0.213 -0.879  0.26
7 N 0.045 0.453 1.558  -1.13
8 H 0.263 0.028 2.453  0.41
9 H -0.383 1.339 -1.238  0.24
10 I 2.599 0.666 -0.133  -0.03

=====

Computed, not measured: a cluster of 2 separate species, CH5N2 in total at a distorted geometry, with ωB97M-V with the def2-TZVPD basis set.

## Properties
HOMO energy = -0.6009 Eh
charge = +1
F_max = 5.29 eV/A
relative energy (zero: lowest compared OMol25 entry of this formula, charge and spin) = 338.0 kJ/mol
calculated total energy = -150.2490 Eh
LUMO level = -6.12 eV
frontier orbital gap = 10.23 eV

Each line ends with the natural charge from an NBO analysis.
Geometry (Å):
1 H -1.353 1.142 0.020  0.43
2 N -1.200 0.229 -0.271  -0.70
3 H 2.054 -0.484 0.163  0.46
4 H -1.934 -0.443 -0.159  0.43
5 H -0.051 -1.617 -0.172  0.26
6 C -0.082 -0.465 -0.106  0.36
7 N 1.127 0.029 0.091  -0.71
8 H 1.438 1.607 0.433  0.48

=====

Computed, not measured: a cluster of 2 separate species, CH5N2O in total at a distorted geometry, with ωB97M-V with the def2-TZVPD basis set.

## Properties
HOMO energy = -0.0978 Eh
charge = -1
F_max = 3.43 eV/A
relative energy (zero: lowest compared OMol25 entry of this formula, charge and spin) = 46.1 kJ/mol
calculated total energy = -225.8548 Eh
LUMO level = 4.85 eV
frontier orbital gap = 7.51 eV

Each line ends with the natural charge from an NBO analysis.
Geometry (Å):
1 H -1.104 0.085 0.683  0.29
2 H 0.273 -2.652 -1.220  0.46
3 C 0.465 0.997 0.465  0.24
4 O -0.471 -2.286 -1.704  -1.00
5 H 1.012 2.550 1.360  0.30
6 H -0.717 -1.480 -1.214  0.51
7 N 0.155 2.015 1.237  -0.92
8 H 1.508 0.777 0.152  0.08
9 N -0.167 -0.186 0.352  -0.97

=====

Computed, not measured: a cluster of 2 separate species, CH5N2O2 in total at a distorted geometry, with ωB97M-V with the def2-TZVPD basis set.

## Properties
HOMO energy (alpha / beta) = -0.0879 / -0.1190 Eh
charge = -1
F_max = 4.04 eV/A
relative energy (zero: lowest compared OMol25 entry of this formula, charge and spin) = 729.0 kJ/mol
calculated total energy = -300.9059 Eh
LUMO level (alpha / beta) = 4.52 / 4.52 eV
frontier orbital gap (alpha / beta) = 6.92 / 7.76 eV

Each line ends with the natural charge from an NBO analysis.
Geometry (Å):
1 N 1.192 -0.212 -1.052  0.06
2 N 1.361 1.819 -2.006  -0.51
3 H -0.405 -0.598 0.285  0.28
4 H -0.482 -2.197 1.249  0.19
5 H 0.359 1.484 -1.848  0.31
6 C -0.983 -1.234 0.934  -0.87
7 H -2.039 -1.593 0.538  0.18
8 H -1.128 -0.484 1.769  0.18
9 O -0.101 -0.048 -1.243  -0.62
10 O 2.030 0.784 -1.513  -0.19

=====

Computed, not measured: a cluster of 2 separate species, CH5N2OS in total at a distorted geometry, with ωB97M-V with the def2-TZVPD basis set.

## Properties
HOMO energy (alpha / beta) = -0.5110 / -0.5110 Eh
charge = +1
F_max = 3.68 eV/A
relative energy (zero: lowest compared OMol25 entry of this formula, charge and spin) = 319.1 kJ/mol
calculated total energy = -623.6603 Eh
LUMO level (alpha / beta) = -5.48 / -5.48 eV
frontier orbital gap (alpha / beta) = 8.42 / 8.42 eV

Each line ends with the natural charge from an NBO analysis.
Geometry (Å):
1 N 1.363 1.162 0.002  -0.78
2 H -0.514 -1.567 -0.377  0.43
3 H 2.203 1.280 -0.598  0.46
4 N 0.437 -1.090 -0.269  -0.77
5 H 1.118 -1.981 -0.224  0.49
6 O -1.362 0.841 -0.141  -0.71
7 C 0.530 0.164 -0.137  0.76
8 S -2.351 -0.358 0.026  0.54
9 H -2.225 -0.527 1.475  0.11
10 H 0.802 2.078 0.244  0.47

=====

Computed, not measured: the ion CH5N2S with charge +1 at a distorted geometry, with ωB97M-V with the def2-TZVPD basis set.

## Properties
HOMO energy = -0.4954 Eh
charge = +1
F_max = 4.69 eV/A
relative energy (zero: lowest compared OMol25 entry of this formula, charge and spin) = 260.6 kJ/mol
calculated total energy = -548.4383 Eh
LUMO level = -4.25 eV
frontier orbital gap = 9.23 eV
SMILES string = [NH3+][C@H]1NS1

Each line ends with the natural charge from an NBO analysis.
Geometry (Å):
1 H -1.571 -1.112 -0.099  0.46
2 H -0.080 -0.183 -1.523  0.26
3 S 1.852 -0.455 -0.151  0.41
4 H -0.721 -1.207 1.183  0.48
5 C 0.151 0.092 -0.520  -0.09
6 N -0.868 -0.452 0.378  -0.73
7 H -1.367 0.370 0.761  0.47
8 H 1.480 1.898 -0.264  0.42
9 N 1.125 1.048 0.234  -0.68